Version a
Here is a structure of composition C52H34CrN13 from the Open Molecules 2025 dataset. Energies are from ωB97M-V with the def2-TZVPD basis set.

ORCA input file:
```
! wB97M-V def2-TZVPD RIJCOSX def2/J DEFGRID3
* xyz 0 4
Cr 0.981 0.424 -0.292
C 1.153 -6.095 0.322
C -0.236 -5.995 0.347
C -0.868 -4.771 0.140
C -0.073 -3.661 -0.068
C -0.424 -2.245 -0.436
N 0.861 -1.554 -0.513
C 1.861 -2.422 -0.403
N 3.151 -2.216 -0.522
C 3.626 -0.963 -0.659
C 5.014 -0.669 -0.917
C 6.103 -1.498 -1.189
C 7.332 -0.905 -1.389
C 7.482 0.494 -1.312
C 6.411 1.318 -1.034
C 5.164 0.721 -0.839
C 3.867 1.263 -0.527
N 3.639 2.524 -0.221
C 2.465 3.023 0.134
N 1.230 2.369 0.145
C 0.286 3.213 0.608
N -1.050 2.990 0.738
C -1.551 1.842 0.373
N -0.912 0.772 -0.113
C -1.808 -0.335 -0.373
N -0.947 -2.146 -1.812
C -3.171 0.223 0.005
C -4.435 -0.339 -0.022
C -5.508 0.433 0.412
C -5.321 1.739 0.858
C -4.051 2.304 0.879
C -2.993 1.526 0.448
C 0.903 4.476 0.925
C 0.376 5.665 1.435
C 1.237 6.725 1.622
C 2.607 6.610 1.305
C 3.134 5.440 0.802
C 2.264 4.361 0.608
N 2.954 0.200 -0.474
C 1.308 -3.766 -0.109
C 1.943 -4.976 0.084
H 1.620 -7.058 0.483
H -0.834 -6.881 0.523
H -1.949 -4.703 0.143
H 5.980 -2.572 -1.241
H 8.197 -1.519 -1.606
H 8.461 0.927 -1.474
H 6.520 2.392 -0.965
H -4.606 -1.350 -0.366
H -6.505 0.011 0.401
H -6.173 2.317 1.191
H -3.874 3.317 1.215
H -0.678 5.739 1.673
H 0.863 7.661 2.017
H 3.254 7.464 1.463
H 4.185 5.349 0.562
H 3.023 -5.037 0.048
C -3.455 -1.893 -5.662
C -2.823 -1.658 -4.321
C -2.998 -2.483 -3.288
C -2.396 -2.189 -1.971
C -1.683 -0.878 -1.807
N -1.388 -1.525 0.369
C -1.693 -1.581 1.752
C -2.784 -2.394 2.072
C -3.470 -2.319 3.262
C -3.122 -1.329 4.173
C -3.932 -1.102 5.421
C -2.005 -0.562 3.903
C -1.211 -0.722 2.760
N 0.058 -0.026 2.805
C 0.607 0.405 3.976
C 1.911 0.737 3.761
C 2.116 0.461 2.409
N 1.014 0.000 1.835
C -1.448 -0.072 -3.024
C -1.959 -0.480 -4.187
N -0.510 1.007 -3.007
C -0.447 1.983 -3.940
C 0.789 2.563 -3.875
C 1.444 1.875 -2.842
N 0.665 0.944 -2.318
H -4.016 -2.826 -5.673
H -2.699 -1.937 -6.449
H -4.138 -1.077 -5.913
H -3.652 -3.344 -3.374
H -2.955 -2.521 -1.104
H -3.125 -3.066 1.294
H -4.319 -2.965 3.450
H -4.996 -1.052 5.184
H -3.650 -0.174 5.917
H -3.792 -1.920 6.131
H -1.759 0.209 4.616
H 0.068 0.403 4.901
H 2.619 1.118 4.475
H 3.014 0.580 1.827
H -1.674 0.023 -5.103
H -1.292 2.198 -4.572
H 1.167 3.382 -4.461
H 2.429 2.048 -2.436
*
```

As for the HOMO energy (alpha / beta): -5.451 / -5.588 eV. Its gap between HOMO and LUMO (alpha / beta) is 5.15 / 5.00 eV. For the LUMO energy (alpha / beta), the calculation gives -0.0112 / -0.0216 Eh.

Version b
Here is a structure of composition C52H34CrN13 from the Open Molecules 2025 dataset. Energies are from ωB97M-V with the def2-TZVPD basis set.

ORCA input file:
```
! wB97M-V def2-TZVPD RIJCOSX def2/J DEFGRID3
* xyz 0 4
Cr -0.676 0.307 -0.329
C -0.925 2.760 -5.565
C -0.179 1.597 -5.939
C -0.147 0.479 -5.161
C -0.874 0.489 -3.939
C -1.024 -0.387 -2.884
N -1.851 0.133 -1.917
C -2.221 1.381 -2.324
N -2.990 2.283 -1.588
C -2.618 2.630 -0.414
C -3.111 3.849 0.264
C -4.196 4.669 0.024
C -4.309 5.822 0.793
C -3.346 6.149 1.747
C -2.245 5.328 1.962
C -2.155 4.173 1.210
C -1.127 3.095 1.220
N -0.063 3.246 1.963
C 0.769 2.126 2.135
N 0.614 1.141 1.036
C 1.994 -0.354 1.899
N 2.469 -1.034 0.935
C 1.783 -1.663 -0.120
N 0.717 -1.157 -0.808
C 0.470 -1.973 -1.871
N -0.626 -1.752 -2.751
C 1.421 -2.999 -1.926
C 1.604 -4.117 -2.765
C 2.624 -4.985 -2.479
C 3.481 -4.777 -1.366
C 3.310 -3.706 -0.530
C 2.265 -2.801 -0.801
C 2.855 0.810 2.411
C 4.199 0.679 2.681
C 4.980 1.812 2.926
C 4.419 3.074 2.885
C 3.059 3.232 2.606
C 2.285 2.124 2.371
N -1.553 2.108 0.329
C -1.645 1.648 -3.574
C -1.652 2.790 -4.412
H -0.906 3.625 -6.214
H 0.372 1.611 -6.871
H 0.428 -0.390 -5.454
H -4.923 4.418 -0.737
H -5.154 6.483 0.644
H -3.457 7.059 2.322
H -1.480 5.576 2.686
H 0.954 -4.279 -3.617
H 2.790 -5.846 -3.115
H 4.280 -5.484 -1.179
H 3.957 -3.553 0.326
H 4.646 -0.307 2.666
H 6.035 1.696 3.140
H 5.034 3.946 3.067
H 2.601 4.213 2.560
H -2.214 3.670 -4.125
C 0.763 -6.779 0.470
C 0.201 -5.394 0.621
C 0.479 -4.598 1.733
C 0.027 -3.299 1.839
C -0.737 -2.676 0.826
N -1.161 -1.372 0.882
C -0.810 -0.712 2.066
C -1.805 -0.495 2.942
C -1.825 0.481 4.009
C -0.810 1.328 4.096
C -0.721 2.474 5.052
C 0.402 1.097 3.258
C 0.534 -0.001 2.183
N 1.477 1.411 -0.070
C 2.789 1.646 -0.365
C 2.824 2.000 -1.689
C 1.501 1.938 -2.152
N 0.710 1.580 -1.166
C -1.050 -3.524 -0.244
C -0.606 -4.835 -0.352
N -2.045 -3.087 -1.194
C -3.353 -3.152 -0.959
C -4.034 -2.566 -2.017
C -3.052 -2.130 -2.872
N -1.848 -2.503 -2.405
H 1.109 -7.168 1.428
H 1.614 -6.771 -0.215
H 0.020 -7.473 0.072
H 1.083 -5.006 2.536
H 0.274 -2.733 2.728
H -2.724 -1.022 2.715
H -2.694 0.561 4.651
H -1.624 2.546 5.656
H -0.586 3.408 4.502
H 0.137 2.363 5.721
H 1.215 1.036 3.979
H 3.591 1.535 0.336
H 3.704 2.258 -2.251
H 1.100 2.110 -3.138
H -0.899 -5.408 -1.225
H -3.699 -3.648 -0.069
H -5.094 -2.418 -2.108
H -3.121 -1.667 -3.842
*
```

As for the HOMO energy (alpha / beta): -6.172 / -6.206 eV. Its gap between HOMO and LUMO (alpha / beta) is 6.21 / 6.21 eV. For the LUMO energy (alpha / beta), the calculation gives 0.0014 / 0.0002 Eh.

Which structure wins on stability? version a wins.

Version a
Here is a structure of composition C25H27As2InN4O from the Open Molecules 2025 dataset. Energies are from ωB97M-V with the def2-TZVPD basis set.

ORCA input file:
```
! wB97M-V def2-TZVPD RIJCOSX def2/J DEFGRID3
* xyz 2 1
In 0.203 0.885 0.277
C -2.096 -0.061 2.776
As -1.844 -0.547 0.925
C -3.529 -0.087 0.108
C -1.569 -2.450 0.866
C -1.504 -3.127 2.082
C -1.404 -4.510 2.092
C -1.376 -5.207 0.895
C -1.436 -4.525 -0.313
C -1.524 -3.137 -0.351
As -1.587 -2.160 -2.046
C -3.226 -2.910 -2.789
C -0.283 -3.206 -3.058
H -1.238 -0.368 3.369
H -3.009 -0.527 3.143
H -2.184 1.023 2.833
H -4.276 -0.777 0.498
H -3.471 -0.167 -0.973
H -3.785 0.931 0.397
H -1.539 -2.597 3.024
H -1.357 -5.038 3.034
H -1.309 -6.287 0.899
H -1.412 -5.091 -1.235
H -3.203 -3.997 -2.734
H -3.315 -2.601 -3.829
H -4.090 -2.539 -2.239
H -0.594 -4.244 -3.148
H 0.688 -3.167 -2.567
H -0.197 -2.786 -4.060
O 0.792 1.400 2.115
C 0.938 2.654 2.584
C 1.113 2.771 3.966
C 1.253 3.998 4.572
C 1.216 5.168 3.812
C 1.043 5.072 2.454
C 0.909 3.832 1.801
C 0.750 3.840 0.345
N 0.503 2.807 -0.478
C 0.474 3.286 -1.782
C 0.704 4.613 -1.750
N 0.875 4.937 -0.423
H 1.140 1.857 4.544
H 1.387 4.053 5.644
H 1.317 6.135 4.281
H 1.001 5.995 1.888
H 0.299 2.644 -2.628
H 0.773 5.345 -2.535
H 1.101 5.856 -0.081
N 5.705 -1.472 -4.280
C 4.854 -1.172 -3.571
C 3.782 -0.798 -2.692
C 2.499 -0.601 -3.195
C 1.493 -0.249 -2.322
N 1.713 -0.083 -1.008
C 2.955 -0.263 -0.525
C 4.012 -0.629 -1.329
H 2.291 -0.725 -4.248
H 0.477 -0.110 -2.669
H 3.097 -0.112 0.538
H 4.996 -0.775 -0.906
*
```

As for the HOMO energy: -13.576 eV. Its gap between HOMO and LUMO is 7.17 eV. For the LUMO energy, the calculation gives -0.2354 Eh.

Version b
Here is a structure of composition C25H27As2InN4O from the Open Molecules 2025 dataset. Energies are from ωB97M-V with the def2-TZVPD basis set.

ORCA input file:
```
! wB97M-V def2-TZVPD RIJCOSX def2/J DEFGRID3
* xyz 2 1
In -0.230 0.713 -0.002
C -3.559 -1.966 -0.020
As -1.918 -1.350 0.800
C -2.368 -1.236 2.685
C -0.732 -2.882 0.730
C -1.289 -4.152 0.606
C -0.482 -5.280 0.585
C 0.894 -5.152 0.686
C 1.461 -3.893 0.805
C 0.661 -2.754 0.829
As 1.527 -1.037 0.982
C 3.171 -1.179 -0.018
C 2.070 -0.876 2.829
H -4.014 -2.737 0.598
H -3.340 -2.361 -1.010
H -4.252 -1.131 -0.108
H -2.685 -2.216 3.037
H -3.177 -0.520 2.827
H -1.501 -0.911 3.258
H -2.360 -4.279 0.526
H -0.932 -6.259 0.490
H 1.526 -6.030 0.672
H 2.538 -3.806 0.880
H 3.836 -1.895 0.463
H 3.643 -0.198 -0.049
H 2.944 -1.498 -1.033
H 2.695 -1.730 3.083
H 1.196 -0.862 3.477
H 2.635 0.046 2.954
O 1.162 2.177 -0.420
C 2.128 1.925 -1.312
C 3.422 2.391 -1.049
C 4.463 2.143 -1.920
C 4.252 1.411 -3.089
C 2.983 0.965 -3.377
C 1.906 1.221 -2.512
C 0.569 0.795 -2.915
N -0.451 0.455 -2.120
C -1.518 0.101 -2.930
C -1.139 0.228 -4.220
N 0.166 0.663 -4.190
H 3.578 2.960 -0.141
H 5.452 2.517 -1.690
H 5.071 1.202 -3.763
H 2.819 0.388 -4.280
H -2.468 -0.207 -2.528
H -1.670 0.061 -5.140
H 0.725 0.902 -4.994
N -4.222 6.318 3.173
C -3.627 5.461 2.696
C -2.881 4.386 2.101
C -3.509 3.179 1.800
C -2.756 2.175 1.239
N -1.449 2.314 0.969
C -0.847 3.483 1.245
C -1.530 4.538 1.815
H -4.561 3.034 1.999
H -3.208 1.225 0.983
H 0.199 3.556 0.981
H -1.016 5.465 2.028
*
```

As for the HOMO energy: -13.469 eV. Its gap between HOMO and LUMO is 7.38 eV. For the LUMO energy, the calculation gives -0.2237 Eh.

Which structure wins on stability? version b wins.

Version a
Here is a cluster of 9 separate species, H18O9 in total from the Open Molecules 2025 dataset. Energies are from ωB97M-V with the def2-TZVPD basis set.

ORCA input file:
```
! wB97M-V def2-TZVPD RIJCOSX def2/J DEFGRID3
* xyz 0 1
O 3.933 3.009 0.330
H 4.256 2.331 0.923
H 3.502 3.643 0.902
O -1.837 -4.599 0.014
H -2.610 -5.061 0.340
H -1.819 -3.781 0.512
O 0.831 0.202 -0.157
H 1.451 0.843 -0.503
H 0.052 0.714 0.061
O -4.748 -0.535 1.938
H -4.361 0.336 2.031
H -5.692 -0.384 1.996
O -2.945 2.685 2.943
H -2.377 2.675 3.713
H -3.808 2.922 3.284
O 1.342 -4.618 -2.515
H 0.621 -5.244 -2.459
H 1.162 -3.983 -1.821
O 2.631 -1.386 2.747
H 2.312 -2.093 3.308
H 1.907 -1.213 2.144
O 5.232 2.850 -3.872
H 4.923 2.700 -2.978
H 6.034 2.333 -3.939
O -3.032 1.992 -2.753
H -3.602 1.229 -2.652
H -3.360 2.434 -3.536
*
```

As for the HOMO energy: -11.058 eV. Its gap between HOMO and LUMO is 11.23 eV. For the LUMO energy, the calculation gives 0.0062 Eh.

Version b
Here is a cluster of 9 separate species, H18O9 in total from the Open Molecules 2025 dataset. Energies are from ωB97M-V with the def2-TZVPD basis set.

ORCA input file:
```
! wB97M-V def2-TZVPD RIJCOSX def2/J DEFGRID3
* xyz 0 1
O -0.596 -0.213 0.534
H -0.658 -0.250 -0.341
H 0.191 -0.593 0.837
O -0.529 -0.749 -2.507
H 0.146 -1.316 -1.911
H 0.109 -0.016 -2.846
O 0.103 2.078 2.757
H -0.451 2.724 2.194
H 0.500 1.357 2.179
O 1.639 -1.705 2.103
H 1.778 -2.649 2.170
H 0.870 -1.559 2.603
O 2.978 -1.302 -0.827
H 2.260 -1.786 -0.972
H 2.642 -0.605 -0.303
O -1.958 -2.728 0.933
H -1.402 -1.931 1.153
H -2.216 -2.969 1.911
O -2.629 0.574 -1.324
H -2.071 0.123 -2.034
H -2.984 -0.088 -0.770
O 1.862 1.654 -0.355
H 2.252 2.423 -0.743
H 0.785 1.916 -0.463
O -0.601 2.627 -0.984
H -0.638 3.057 -1.846
H -1.381 1.926 -1.146
*
```

As for the HOMO energy: -10.772 eV. Its gap between HOMO and LUMO is 10.60 eV. For the LUMO energy, the calculation gives -0.0064 Eh.

Which structure wins on stability? version a wins.